ORCA calculation (the ωB97M-V functional and the def2-TZVPD basis) on the ion C6H13Cl2N2 with charge +1.

```
! wB97M-V def2-TZVPD RIJCOSX def2/J DEFGRID3
* xyz 1 1
C 0.78 0.21 0.02
C -2.26 -0.71 -0.63
C -1.50 0.63 1.36
H 2.01 -0.52 1.59
N -2.23 0.65 0.04
H -3.32 0.99 0.20
H -3.19 -0.74 -1.24
H -1.73 1.36 -0.53
H 3.10 -0.30 -0.75
Cl 0.44 1.62 -0.92
H 4.06 -0.08 0.59
H -0.80 -0.04 -2.15
N 0.34 -0.96 -0.45
C -0.88 -0.86 -1.36
H -1.59 -0.27 1.89
H 3.29 1.30 -0.13
H 1.91 1.29 1.61
H -0.82 -1.90 -1.90
C 1.96 0.35 0.97
Cl 1.17 -2.50 -0.41
C 3.25 0.32 0.10
H -2.33 -1.45 0.15
H -1.68 1.59 1.95
*
```

Summary:
- energy (Eh) = -1265.86677
- gap between HOMO and LUMO (alpha / beta) (eV) = 6.52 / 7.85
- ΔE to the lowest compared entry with this formula, charge and spin (eV) = 4.579

ORCA calculation (the ωB97M-V functional and the def2-TZVPD basis) on a structure of composition C6H13CrO3.

```
! wB97M-V def2-TZVPD RIJCOSX def2/J DEFGRID3
* xyz 0 6
H 1.41 -3.32 -0.09
H 2.64 0.87 -0.51
C 2.25 -0.88 0.70
C 1.90 0.51 0.22
H -2.15 2.35 -0.74
C -2.66 -0.02 0.09
C -1.38 1.63 -1.08
H -3.48 0.70 0.25
H -1.09 1.82 -2.13
O -1.93 0.33 -1.07
H 2.95 -0.77 1.54
H -2.00 -0.07 0.96
O 1.18 -1.64 1.18
H 1.92 1.20 1.09
C 0.62 -2.63 0.26
H 2.77 -1.40 -0.12
H -0.10 -3.21 0.86
C -0.15 1.75 -0.22
H -3.04 -1.04 -0.07
H -0.42 1.84 0.84
H 0.45 2.63 -0.51
O 0.62 0.57 -0.37
Cr -0.30 -1.21 -1.07
*
```

Summary:
- <S²> = 8.771
- energy (Eh) = -1506.42879
- gap between HOMO and LUMO (alpha / beta) (eV) = 5.88 / 7.21
- ΔE to the lowest compared entry with this formula, charge and spin (eV) = 0.000

ORCA calculation (the ωB97M-V functional and the def2-TZVPD basis) on a structure of composition C6H13N.

```
! wB97M-V def2-TZVPD RIJCOSX def2/J DEFGRID3
* xyz -1 2
N -0.83 1.04 1.92
C 1.04 -1.11 0.45
H -2.00 -0.08 0.62
C -1.01 0.03 0.99
C -0.14 -0.33 -0.17
H -1.09 -0.97 -2.65
C 2.31 -0.32 0.79
C -0.26 0.51 -1.36
H 1.41 -2.09 -0.10
H 3.31 -0.76 0.81
H 2.28 0.62 0.19
H -1.76 1.20 2.46
H -0.62 -0.19 2.01
H 2.23 0.14 1.78
H 0.72 -1.49 1.42
C -1.18 0.08 -2.59
H -2.22 0.39 -2.43
H -0.70 0.48 -3.54
H -0.88 1.40 -0.86
H 0.60 0.98 -1.86
*
```

Summary:
- <S²> = 0.755
- energy (Eh) = -290.91436
- gap between HOMO and LUMO (alpha / beta) (eV) = 5.16 / 5.08
- ΔE to the lowest compared entry with this formula, charge and spin (eV) = 5.169

ORCA calculation (the ωB97M-V functional and the def2-TZVPD basis) on an isolated molecule of C6H13N.

```
! wB97M-V def2-TZVPD RIJCOSX def2/J DEFGRID3
* xyz 0 1
H -0.85 -2.09 -0.71
C -0.21 -1.36 -1.20
C -1.51 -1.06 2.02
C 0.38 0.14 0.75
C 0.20 -0.18 -0.71
H 0.95 -0.66 1.23
N 0.45 0.86 -1.61
C 1.76 1.45 -1.73
C -0.95 0.29 1.51
H 2.52 0.88 -2.29
H 0.01 -1.65 -2.23
H 1.67 2.38 -2.31
H 0.87 1.11 0.82
H -1.70 0.77 0.89
H -0.79 -1.53 2.66
H 2.25 1.64 -0.78
H -0.79 0.83 2.45
H -0.03 0.82 -2.49
H -1.78 -1.69 1.17
H -2.45 -0.94 2.56
*
```

Summary:
- SMILES string = C=C(CCC)NC
- energy (Eh) = -291.11841
- gap between HOMO and LUMO (eV) = 9.25
- ΔE to the lowest compared entry with this formula, charge and spin (eV) = 1.098

ORCA calculation (the ωB97M-V functional and the def2-TZVPD basis) on an isolated molecule of C6H13N.

```
! wB97M-V def2-TZVPD RIJCOSX def2/J DEFGRID3
* xyz 0 1
C 2.00 -0.57 1.33
H 2.91 -1.02 0.93
C -0.86 0.41 -0.99
H 1.34 -1.40 1.60
C -2.09 -0.45 -1.07
H -0.20 -0.23 -2.82
C -0.07 0.40 0.12
H -1.46 1.42 1.47
C 1.44 0.21 0.13
H 0.73 0.80 -2.04
H -1.31 -0.29 1.72
H -0.03 0.83 2.28
C -0.74 0.61 1.48
H 1.96 1.16 -0.03
H 1.73 -0.42 -0.71
H -2.74 -0.36 -0.20
H -2.72 -0.22 -1.93
H -1.82 -1.50 -1.26
H 2.19 -0.02 2.25
N -0.25 0.64 -2.29
*
```

Summary:
- SMILES string = CC/C(C)=C(/C)N
- energy (Eh) = -291.11288
- gap between HOMO and LUMO (eV) = 8.65
- ΔE to the lowest compared entry with this formula, charge and spin (eV) = 1.248

ORCA calculation (the ωB97M-V functional and the def2-TZVPD basis) on an isolated molecule of C6H13N.

```
! wB97M-V def2-TZVPD RIJCOSX def2/J DEFGRID3
* xyz 0 1
N 1.00 -0.50 0.63
H -2.30 -0.27 0.79
C -0.22 1.34 -0.46
C -2.28 0.80 0.93
H 1.55 -2.04 1.94
H 1.46 0.16 1.23
C 1.09 -0.28 -1.88
H -3.01 1.32 1.53
H 1.59 -1.26 -1.81
H 0.74 -2.55 0.36
H -0.55 -0.76 -0.71
C 0.81 -1.83 1.18
H 0.34 -0.32 -2.66
H 1.95 0.39 -1.96
C -1.20 1.55 0.66
H -1.20 2.60 0.97
H -0.23 -1.89 1.55
H -0.53 1.65 -1.46
H 0.66 1.98 -0.29
C 0.32 -0.08 -0.56
*
```

Summary:
- SMILES string = C=CC[C@@H](C)NC
- energy (Eh) = -291.09863
- gap between HOMO and LUMO (eV) = 9.13
- ΔE to the lowest compared entry with this formula, charge and spin (eV) = 1.636

ORCA calculation (the ωB97M-V functional and the def2-TZVPD basis) on an isolated molecule of C6H13N.

```
! wB97M-V def2-TZVPD RIJCOSX def2/J DEFGRID3
* xyz 0 1
C 0.99 -0.80 -0.60
H -1.53 -0.48 -1.95
C 0.93 0.74 -0.97
H 1.37 1.74 1.60
C -1.66 -1.00 -0.89
C 0.20 1.80 -0.09
H 1.96 1.03 -0.95
H 1.63 -1.10 0.29
H 0.43 -1.61 2.01
H -1.40 -1.98 1.65
H 0.53 0.83 -1.98
C -0.46 -1.64 1.27
H -0.03 0.80 1.50
H 0.67 2.82 -0.39
H -2.52 -0.44 -0.40
C -0.40 -1.22 -0.02
H -1.93 -1.95 -1.33
H 1.23 -1.38 -1.47
N 0.39 1.79 1.38
H -0.82 1.88 -0.40
*
```

Summary:
- SMILES string = C=C(C)CCCN
- energy (Eh) = -291.08897
- gap between HOMO and LUMO (eV) = 10.11
- ΔE to the lowest compared entry with this formula, charge and spin (eV) = 1.899

ORCA calculation (the ωB97M-V functional and the def2-TZVPD basis) on an isolated molecule of C6H13N.

```
! wB97M-V def2-TZVPD RIJCOSX def2/J DEFGRID3
* xyz 0 1
C -1.66 -0.70 -1.40
H 0.36 -0.25 -2.15
H 0.28 -0.06 2.39
C 1.08 -0.51 1.95
H -2.94 -2.07 -0.33
H -1.82 -1.30 0.70
H 1.40 -1.24 0.03
C -0.36 0.21 -1.56
H -0.50 1.14 -2.00
C 1.06 1.78 -0.12
H -0.81 0.78 0.56
H -1.97 -0.92 -2.45
N 0.73 -0.74 0.61
H 1.92 1.73 -0.90
C 0.17 0.50 0.01
C -2.15 -1.33 -0.34
H 1.95 0.00 2.09
H 0.43 2.69 -0.24
H 1.68 1.85 0.87
H 1.15 -1.56 2.27
*
```

Summary:
- SMILES string = C=CC[C@H](C)NC
- energy (Eh) = -291.06374
- gap between HOMO and LUMO (eV) = 9.57
- ΔE to the lowest compared entry with this formula, charge and spin (eV) = 2.585